{
  "formula": "C55H57BN12O2STeTi",
  "method": "wB97M-V/def2-TZVPD",
  "charge": 0,
  "fmax_ev_per_a": 3.37,
  "relative_energy_ev": 2.989,
  "spin_multiplicity": 1,
  "elements": ["H", "N", "H", "N", "H", "H", "H", "C", "C", "C", "C", "C", "C", "C", "H", "C", "C", "C", "C", "H", "C", "H", "H", "Te", "H", "C", "C", "H", "H", "H", "C", "C", "C", "N", "C", "H", "C", "N", "H", "H", "C", "H", "H", "C", "C", "C", "C", "N", "C", "Ti", "C", "H", "C", "H", "C", "C", "H", "N", "C", "C", "C", "H", "H", "C", "H", "H", "N", "H", "H", "H", "H", "H", "B", "H", "H", "H", "C", "H", "C", "H", "H", "C", "C", "N", "O", "H", "C", "H", "H", "H", "H", "C", "H", "H", "C", "H", "H", "C", "H", "C", "C", "H", "C", "H", "C", "H", "N", "H", "H", "C", "S", "O", "N", "H", "H", "C", "C", "N", "N", "H", "C", "H", "C", "H", "C", "C", "H", "C", "C", "C"],
  "coordinates": [[-1.1268, 6.5744, -3.0039], [2.5868, 5.4354, 0.5605], [-5.5378, 0.0539, 5.0139], [-0.2206, 0.2133, -1.3455], [-3.0678, -5.2814, 4.2005], [3.5473, 0.3552, -5.0106], [3.2831, 3.2334, -3.9030], [-3.4672, -0.9107, -4.1844], [2.8378, 2.6877, 2.3774], [2.6450, -2.4896, 1.0954], [-2.0350, -3.4170, 4.3061], [-4.4751, -1.3941, 6.2047], [-1.0029, -2.9209, 6.4235], [3.3847, -4.3832, -4.6641], [2.8345, 8.3569, -0.6010], [-2.2294, -0.6822, 2.8828], [1.8064, -3.4233, 1.6850], [-4.8144, -1.1629, -2.2156], [2.9903, 7.4390, -0.0690], [1.4199, -4.6229, -2.1763], [0.2490, -3.1180, -0.1433], [2.7024, 0.0736, -0.8398], [3.2013, -3.8711, 3.2506], [0.6312, -1.4435, -2.6649], [4.2479, 5.1498, 1.8583], [-2.5561, -0.3435, -2.0312], [3.2446, -0.8692, -0.7169], [5.2101, -5.3296, -6.2721], [-1.0204, -4.0196, -1.6250], [-5.1480, -1.0389, 2.8216], [-2.2141, -4.9754, 6.1458], [-3.2165, 6.0010, -4.5392], [-1.4142, 3.4359, -1.6707], [2.0778, 2.9431, 1.2980], [-0.1213, 5.6107, 1.5555], [-1.2378, -4.3971, 7.9621], [1.3453, -4.6604, -3.2632], [1.1210, 2.7191, -1.5166], [-3.0267, 2.1007, -2.2011], [1.5175, -3.7403, 3.7778], [0.6017, -3.7113, 1.0602], [1.0566, 1.7300, -3.3556], [-1.4856, -1.9138, 1.4591], [2.4016, -3.7953, -3.8789], [-4.6617, -1.2798, -3.5880], [3.5244, -0.1680, -4.0572], [1.7609, 0.8713, 1.7780], [-0.6454, 3.5790, 0.9130], [4.3831, -3.6331, -5.2634], [-0.3876, 2.1036, -0.3919], [2.6851, 3.2319, -3.0157], [-6.2276, -1.5656, 4.9646], [2.6766, 1.3615, 2.7123], [-5.4828, -1.6312, -4.1951], [-4.5263, -1.2985, 3.6907], [5.4168, -4.2711, -6.1396], [-2.0232, 6.0206, 2.5739], [-3.3093, -0.5160, 3.6749], [3.7207, 5.8069, 1.1976], [-2.4993, -4.6265, 4.8438], [-2.6371, 5.1549, -3.5730], [-0.0658, 5.1281, -1.4066], [4.1049, -0.6923, -0.0753], [1.5674, 2.4469, -2.7365], [-4.2857, -2.3612, 3.6336], [-3.8881, -0.5673, -0.3720], [-3.6769, 6.6896, -5.3346], [-3.5146, -0.8849, 6.1937], [-0.8775, -1.6454, 4.7178], [4.8361, 7.7069, 1.1457], [-4.2899, -2.4652, 6.2121], [-3.3569, -0.9636, -5.2571], [1.7550, 4.1819, 0.4566], [-1.5185, -0.0795, -3.8982], [-2.5824, 3.4815, 1.7045], [3.4188, 3.4507, 2.8542], [2.4170, -2.4151, -3.6782], [3.5820, 4.7606, -1.6805], [-2.5601, 3.0626, -2.3880], [-0.0737, -4.4229, 1.5113], [3.5668, -2.2178, 1.5919], [2.8558, 4.0038, -1.8885], [2.1711, -4.0872, 2.9775], [2.1481, 6.4424, -0.2195], [-2.5406, -4.0874, 2.0923], [-5.0064, -1.1228, 7.1129], [4.0143, 7.0973, 0.8264], [5.1769, -1.6618, -5.4788], [6.4098, -4.1651, -5.7048], [3.3712, -5.4549, -4.8125], [-4.0239, 3.5430, -3.8810], [-1.6877, 4.0681, 1.5752], [-1.7176, -3.9341, -0.0094], [2.6722, 0.1903, -3.4808], [-1.2802, -2.5639, 5.1187], [-5.7575, -1.4177, -1.7546], [4.4366, 0.0812, -3.5168], [-1.4615, -4.1237, 6.9422], [-0.4094, -2.2627, 7.0405], [-0.9331, 4.7331, -1.9295], [1.1471, -2.2464, -0.7588], [-1.5906, -2.4691, -1.0034], [-3.1579, 3.8834, -3.3279], [1.3705, -0.1248, 1.6874], [-1.0987, -3.4041, -0.7299], [3.6021, -1.2107, -1.6865], [1.4032, 1.8319, 0.9383], [0.4882, 6.4853, 1.6560], [2.0502, -5.1658, 2.8993], [2.3333, -1.8961, -0.1219], [-1.2354, 0.6235, 2.6063], [-1.9084, 1.0449, -0.2208], [0.3055, 4.5242, 0.8841], [-3.4235, 0.4437, 3.9746], [3.1459, 0.8292, 3.5151], [-5.2903, -1.0094, 4.9780], [4.3983, -2.2673, -5.0367], [-1.9607, -1.9132, 2.3555], [1.8874, 3.6872, -1.0078], [5.4277, -3.7908, -7.1167], [3.4263, -1.6507, -4.2575], [-2.5629, -5.9200, 6.5369], [-1.5268, 5.5821, -2.8422], [0.3543, -4.3064, -3.5556], [-2.2398, -3.1918, 2.8710], [-1.3973, 5.3608, 2.0101], [1.4551, -5.6962, -3.5795], [-1.5001, 0.2839, -1.1922], [-2.4192, -0.4394, -3.4141], [-3.7720, -0.6911, -1.4401]],
  "forces_ev_per_angstrom": [[0.0112, 0.0087, -0.0153], [0.2515, 0.0451, 0.2698], [-0.0954, 0.0564, -0.0362], [-1.5910, 1.8158, 1.5282], [-0.0221, -0.0851, -0.0382], [0.0259, 0.0965, -0.1552], [0.0790, -0.0105, -0.1744], [-0.0034, -0.0096, -0.0536], [-0.1604, -0.1100, -0.1365], [-0.0078, -0.1167, 0.0550], [0.1879, -0.4348, 1.0198], [-0.1905, 0.1125, -0.0733], [0.0565, -0.0573, 0.2651], [-0.0174, -0.1325, 0.0512], [-0.0346, 0.1849, -0.1080], [-0.0184, 0.8438, 0.4709], [0.0774, 0.1306, -0.0677], [-0.0937, -0.0624, 0.0527], [0.1070, -0.0935, 0.1635], [-0.1223, -0.0144, 0.0717], [0.0039, -0.0040, 0.0012], [0.0815, -0.0399, -0.1751], [0.0520, -0.0085, 0.0682], [2.7003, -0.7713, -1.8668], [0.0936, -0.1544, 0.1056], [-0.4567, 0.2392, -0.0921], [0.0631, -0.0052, 0.0923], [0.0358, -0.0997, -0.0606], [-0.0161, 0.0900, -0.1483], [0.1023, -0.1262, 0.0589], [-0.0089, -0.0510, 0.1392], [-0.3692, 0.4850, -0.6027], [-0.2874, 0.5642, -0.7508], [0.6914, 0.2561, 0.4981], [-0.1316, -0.2945, -0.2235], [0.0564, -0.0112, 0.0901], [-0.0189, -0.1071, -0.0779], [1.0708, 0.1236, -1.4140], [0.0617, 0.1130, -0.0693], [-0.0147, -0.0095, 0.1506], [0.1348, -0.0158, 0.0493], [-0.0066, -0.1626, 0.0747], [0.0477, -0.0063, 0.0859], [0.3471, -0.1281, -0.2104], [-0.0048, 0.0107, -0.0099], [-0.1471, 0.1934, 0.0988], [0.2761, -0.1520, 0.1085], [-0.4397, 0.9652, 1.2911], [0.0065, 0.1269, 0.0445], [-0.5639, -2.8349, -0.6630], [-0.2215, -0.1014, 0.1593], [-0.0701, 0.0598, -0.0741], [-0.0760, 0.0282, -0.1226], [-0.0602, -0.0466, -0.0451], [-0.4871, -0.1974, -0.1153], [0.0253, 0.0288, 0.0228], [-0.1334, 0.1017, 0.0985], [0.2013, -0.1236, -0.2006], [0.1759, 0.0867, 0.1275], [0.0007, 0.3486, -0.4407], [0.4147, -0.7716, 0.8199], [-0.0915, -0.0829, -0.1432], [0.0959, 0.0284, 0.1049], [0.0399, -0.0022, -0.2778], [-0.1483, 0.1108, 0.0132], [-0.0313, 0.0100, 0.0667], [-0.0994, 0.1312, -0.1259], [0.0938, 0.0091, 0.1182], [0.0416, 0.0958, -0.0144], [0.1507, 0.0107, 0.0799], [0.0773, -0.1512, 0.0726], [0.0059, -0.0238, -0.0882], [0.1678, -0.2114, -0.1026], [-0.0465, -0.0705, 0.0949], [0.0455, -0.0612, -0.0597], [0.1385, 0.1472, 0.0075], [-1.2489, -0.5235, 0.4220], [0.1320, 0.1927, 0.1477], [0.0126, -0.3345, 0.3781], [-0.1291, -0.1329, 0.0813], [0.1509, 0.0153, 0.0513], [-0.2828, -0.0949, -0.0876], [-0.0532, 0.0160, 0.0239], [-0.6417, 0.0967, -0.4688], [0.2898, 0.7237, 0.9770], [0.0121, -0.0193, 0.1414], [0.0583, -0.1562, 0.0749], [0.1442, 0.1160, -0.1083], [0.1103, -0.0287, -0.0151], [-0.0110, -0.1460, -0.0678], [-0.0153, 0.0023, 0.0214], [-0.1643, 0.2928, 0.1948], [-0.0475, 0.0091, -0.0375], [0.2076, 0.0103, -0.0730], [-0.1255, -0.1552, -0.5043], [-0.0513, -0.0620, 0.0493], [0.1272, 0.0943, 0.0341], [-0.0763, 0.1187, -0.1260], [0.0474, 0.0610, 0.0411], [0.0810, -0.0332, 0.1809], [-0.0140, 0.5159, -0.3262], [-0.1173, -0.1844, -0.0967], [0.0630, 0.3157, -0.1644], [-0.1150, -0.0257, -0.0937], [-0.1435, -0.1785, 0.0963], [-0.0014, 0.1105, -0.0298], [-0.1605, -0.0509, 0.0519], [0.1699, 0.0904, -0.0336], [0.0208, -0.1011, 0.0485], [0.0579, 0.0178, -0.0325], [0.0432, -0.0991, 0.2767], [-1.9916, 1.2282, 1.5835], [0.1885, 0.8384, 0.2672], [0.1935, -0.0931, -0.0149], [0.0615, -0.0894, 0.0956], [0.2531, -0.1859, 0.0004], [-0.0931, -0.1770, 0.0522], [-0.2499, -0.2228, -0.1469], [0.5415, 0.6308, 0.1787], [0.0659, -0.0361, -0.1107], [-0.0318, 0.0584, 0.0327], [-0.0449, -0.0387, 0.0416], [-0.1107, -0.0415, -0.0888], [0.0002, -0.0667, 0.0997], [-0.3934, -0.5342, -1.3942], [-0.1069, -0.2598, -0.0545], [-0.0002, -0.0860, -0.0077], [1.0249, -1.3597, -1.2416], [0.0616, 0.1899, 0.0419], [0.2935, 0.0668, -0.0191]],
  "lowdin_charge": [0.120, -0.021, 0.108, -0.177, 0.121, 0.082, 0.105, -0.064, -0.037, -0.026, -0.156, -0.097, -0.070, -0.025, 0.104, -0.812, -0.264, -0.071, -0.146, 0.071, -0.322, 0.062, 0.074, 1.564, 0.103, -0.218, -0.058, 0.070, 0.071, 0.128, -0.069, -0.201, -0.155, 0.034, -0.025, 0.106, -0.085, -0.095, 0.088, 0.069, -0.025, 0.104, 0.126, -0.311, -0.077, -0.110, -0.177, -0.086, -0.282, 1.033, -0.006, 0.112, -0.024, 0.103, -0.184, -0.058, 0.101, 0.002, -0.069, -0.011, -0.245, 0.083, 0.082, -0.095, 0.109, 0.114, 0.153, 0.066, 0.104, 0.091, 0.069, 0.107, -0.661, 0.072, 0.120, 0.110, -0.324, 0.125, -0.072, 0.113, 0.114, -0.023, -0.043, 0.067, 0.087, 0.074, -0.057, 0.117, 0.078, 0.107, 0.120, -0.091, 0.061, -0.025, -0.028, 0.103, 0.085, -0.067, 0.108, -0.087, -0.354, 0.043, -0.019, 0.084, -0.075, 0.057, -0.009, 0.124, 0.082, -0.302, 0.779, -0.221, 0.027, 0.118, 0.101, -0.229, -0.027, 0.134, 0.028, 0.077, -0.324, 0.107, -0.018, 0.051, -0.411, -0.011, 0.074, -0.637, -0.090, -0.027]
}